DFT (ωB97M-V/def2-TZVPD) results for a 14-piece molecular cluster, C5H37NO14 overall.

Structure (XYZ):
```
57
Properties=species:S:1:pos:R:3
C -0.89223 -2.12075 -0.81036
N -0.65190 -1.14126 -1.73054
C -0.20156 -1.53871 -3.05994
C 0.74269 -0.45466 -3.64436
C -0.70674 0.30032 -1.43207
C 0.55456 0.88049 -0.82115
O -1.70797 -1.97111 0.09992
H -0.53458 -3.10570 -1.10038
H 0.29996 -2.49938 -3.17426
H -1.01299 -1.50590 -3.79875
H 1.41356 -0.62424 -4.45936
H 0.12151 0.44498 -3.77074
H 1.34640 -0.08987 -2.81165
H -1.61007 0.43588 -0.83390
H -0.88403 1.02132 -2.22375
H 0.75569 1.84559 -1.29890
H 1.51359 0.37633 -0.74290
H 0.39758 1.29477 0.18436
H -2.09805 -4.32326 -0.34032
H -1.26963 -5.31294 -1.14727
O -2.10379 -4.85776 -1.14528
H -0.86499 2.81621 -2.93992
H 0.67478 3.19255 -3.44065
O -0.13206 2.69314 -3.54116
H -1.76165 -1.97850 4.70810
H -1.26247 -1.36891 3.35080
O -0.99194 -1.77956 4.17168
H 1.41115 -1.24696 -0.12463
H 1.60955 -1.45677 1.23238
O 1.13603 -1.91563 0.52082
H -2.48713 3.83135 -0.41336
H -2.71150 2.48126 0.10358
O -1.98436 3.05588 -0.17360
H 0.93517 3.24984 2.21548
H 1.77494 2.10003 2.71634
O 1.48307 2.51550 1.89892
H 5.06878 0.62949 1.37866
H 3.86263 1.36500 0.76137
O 4.72464 0.99102 0.55789
H 1.52824 -0.84062 3.88502
H 0.68153 -1.74424 3.06821
O 1.60796 -1.54629 3.24776
H -0.10005 1.14534 3.14071
H -0.18687 0.72995 4.62885
O 0.31609 1.24817 4.00698
H 3.98235 -2.10453 -1.45180
H 2.56688 -2.67341 -1.23853
O 3.05011 -1.93038 -1.60802
H -1.98645 -0.02564 1.51035
H -0.72121 -0.62450 1.13323
O -1.07276 -0.03738 1.82838
H -3.57744 -0.45493 -0.57789
H -4.85273 -0.51860 0.16757
O -4.28581 0.12698 -0.26670
H -0.55166 3.67991 1.52474
H -0.03287 4.72512 0.58431
O -0.32195 4.61599 1.49574
```

Calculated values
Energy relative to the best compared isomer or geometry (same formula, charge and spin): 94.71 kcal/mol
Frontier orbital gap: 0.35042 hartree
Highest occupied orbital energy: -0.348 hartree